9
Properties=species:S:1:pos:R:3:forces:R:3 method="wB97M-V/def2-TZVPD" total_charge=+1 de_lowest_kcal_mol=42.9 e_tot_ha=-337.66984 orbital_gap_ev=11.3 multiplicity=1
C -0.6795 -0.2352 -0.1002 1.812 -3.188 2.142
C 1.9005 0.4481 0.1500 2.817 -0.562 -0.806
N 0.1450 -0.9261 0.2873 0.982 -1.808 -0.212
N -1.7992 0.2151 -0.1573 -4.419 3.259 -1.594
O 2.3073 -0.5561 -0.2131 1.935 -2.058 -0.979
O 1.6357 1.4965 0.4399 -1.744 3.802 1.332
H 0.8178 -1.6112 -0.0418 -0.099 -0.380 0.625
H -2.4331 0.3956 0.6010 -0.210 -0.322 0.539
H -1.8945 0.7732 -0.9658 -1.075 1.257 -1.047